Below is a 2-piece molecular cluster, H2N2O2 overall in a non-equilibrium geometry, with properties calculated with ωB97M-V/def2-TZVPD.

Element x y z (Å)
O 0.455 -0.300 -1.828
O -1.004 -1.250 -0.528
N 0.565 0.499 1.097
N -0.124 -0.562 -0.846
H -0.319 0.244 1.632
H 0.427 1.368 0.473

Output
LUMO (alpha / beta) in eV: -0.6 / -1.1

---

Below is H2N2O2 as an isolated structure in a non-equilibrium geometry, with properties calculated with ωB97M-V/def2-TZVPD.

Element x y z (Å)
O 0.342 -0.627 1.370
O -1.261 -1.299 0.031
N 0.046 0.693 -0.729
N -0.397 -0.653 0.430
H 0.991 0.531 -1.080
H 0.280 1.354 -0.023

Output
LUMO in eV: 0.2

---

Below is an isolated molecule of H2N2O2 in a non-equilibrium geometry, with properties calculated with ωB97M-V/def2-TZVPD.

Element x y z (Å)
O -0.121 0.118 -0.697
O -2.257 0.000 -0.142
N -1.142 0.026 0.274
N 1.023 -0.254 -0.097
H 0.745 -0.331 0.846
H 1.752 0.441 -0.184

Output
LUMO (alpha / beta) in eV: 1.3 / -2.6
Expectation value of S²: 2.01
Multiplicity: 3

---

For each record above, in turn, the calculated molecular weight values are 62.03, 62.03, 62.03 g mol⁻¹.
For each record above, in turn, the calculated electronic energy values are -7101.89735, -7102.90711, -7100.49441 eV.